# 1
DFT (ωB97M-V with the def2-TZVPD basis set) results for a single C19H21F3N2O3 molecule.

Calculated values
LUMO energy, Eh: 0.0034
E, Ha: -1371.490995
Gap between HOMO and LUMO, eV: 8.482
Structure (SMILES): CCc1cccc2c(C(=O)C(F)(F)F)cn(CC(=O)NC[C@H]3CCCO3)c12
HOMO, eV: -8.4
Net charge: 0

The geometry in XYZ format:
```
48
Properties=species:S:1:pos:R:3:lowdin_charge:R:1
C -3.827 -3.195 1.349 -0.084
H -3.485 -2.506 2.118 0.067
H -3.784 -4.207 1.744 0.074
H -4.864 -2.953 1.127 0.077
C -2.979 -3.086 0.078 -0.194
C -2.985 -1.678 -0.446 -0.153
C -3.933 -1.331 -1.398 -0.042
C -4.059 -0.047 -1.919 -0.071
C -3.224 0.967 -1.505 -0.008
C -2.261 0.658 -0.554 -0.091
C -2.139 -0.647 -0.020 -0.085
N -1.102 -0.615 0.903 -0.020
C -0.575 0.622 0.939 0.004
C -1.243 1.465 0.066 -0.079
C -0.980 2.841 -0.211 -0.255
O -1.597 3.580 -0.945 0.139
C 0.286 3.395 0.515 -0.552
F 0.535 4.664 0.211 0.164
F 1.389 2.687 0.186 0.132
F 0.184 3.321 1.856 0.141
H 0.234 0.849 1.609 0.141
C -0.519 -1.714 1.620 -0.023
H -1.285 -2.383 2.011 0.117
H 0.057 -1.318 2.462 0.144
C 0.449 -2.535 0.738 -0.467
O 0.417 -3.745 0.709 0.069
N 1.276 -1.768 0.013 0.087
H 1.343 -0.776 0.201 0.125
C 2.403 -2.283 -0.727 -0.102
H 2.367 -1.881 -1.744 0.132
C 3.705 -1.839 -0.027 -0.311
C 4.924 -1.945 -0.947 -0.126
H 5.822 -2.130 -0.358 0.118
H 4.811 -2.740 -1.680 0.118
C 4.979 -0.550 -1.571 -0.152
H 4.293 -0.481 -2.416 0.110
H 5.976 -0.274 -1.905 0.112
C 4.495 0.323 -0.416 -0.183
H 3.973 1.227 -0.738 0.118
O 3.584 -0.468 0.334 -0.119
H 5.332 0.610 0.234 0.123
H 3.821 -2.419 0.896 0.154
H 2.328 -3.370 -0.756 0.131
H -3.299 1.969 -1.892 0.109
H -4.823 0.149 -2.657 0.103
H -4.604 -2.101 -1.751 0.112
H -1.967 -3.444 0.264 0.083
H -3.414 -3.739 -0.681 0.113
```

# 2
DFT (ωB97M-V with the def2-TZVPD basis set) results for 2 unconnected molecules or ions with the total composition C4H7FO2S.

Calculated values
LUMO energy, Eh: 0.0151
E, Ha: -805.036276
Gap between HOMO and LUMO, eV: 9.675
HOMO, eV: -9.3
Net charge: 0

The geometry in XYZ format:
```
15
Properties=species:S:1:pos:R:3:lowdin_charge:R:1
C -2.271 0.689 0.166 -0.115
C -1.018 0.052 0.696 -0.285
C -0.841 1.102 -0.048 -0.039
C -0.523 -1.046 1.530 -0.052
O 2.647 -1.041 -1.670 -0.257
O 3.309 0.852 -0.263 -0.356
F 1.712 1.179 -2.194 -0.341
S 2.144 0.265 -0.810 0.936
H -2.818 0.214 -0.643 0.072
H -2.904 1.267 0.827 0.072
H 2.023 -1.371 -2.318 0.064
H -0.233 1.832 -0.521 0.069
H 0.564 -1.026 1.602 0.063
H -0.843 -2.002 1.115 0.085
H -0.947 -0.965 2.531 0.085
```

# 3
DFT (ωB97M-V with the def2-TZVPD basis set) results for 11 unconnected molecules or ions with the total composition C20H46N6O30S5.

Calculated values
LUMO energy, Eh: -0.0201
E, Ha: -5365.715754
Gap between HOMO and LUMO, eV: 8.559
Structure (SMILES): C[N+](=O)[O-].C[N+](=O)[O-].C[N+](=O)[O-].C[N+](=O)[O-].O=S1(=O)OCCO1.O=S1(=O)OCCO1.O=S1(=O)OCCO1.O=S1(=O)OCCO1.O=S1(=O)OCCO1.CN(C)C=O.CN(C)C=O
HOMO, eV: -9.1
Net charge: 0

The geometry in XYZ format:
```
107
Properties=species:S:1:pos:R:3:lowdin_charge:R:1
C 3.535 0.644 2.621 0.056
N 4.061 -0.657 2.126 -0.411
O 5.051 -0.614 1.404 0.084
O 3.402 -1.665 2.344 0.039
H 4.429 1.267 2.595 0.105
H 3.166 0.609 3.646 0.079
H 2.712 0.920 1.963 0.089
C -4.107 -1.818 4.350 0.044
N -4.412 -2.927 3.462 -0.455
O -5.212 -2.862 2.560 0.065
O -3.773 -3.941 3.652 0.058
H -3.208 -1.319 3.987 0.087
H -3.950 -2.208 5.355 0.109
H -4.923 -1.100 4.270 0.104
C 1.773 -0.563 6.861 0.045
N 3.101 -1.119 6.538 -0.484
O 3.218 -2.267 6.724 0.105
O 3.899 -0.387 5.980 0.052
H 1.310 -1.265 7.555 0.098
H 1.203 -0.506 5.933 0.089
H 1.998 0.378 7.362 0.103
C 0.378 -3.834 3.521 0.038
N 1.056 -5.110 3.634 -0.391
O 0.635 -5.947 4.463 0.060
O 2.088 -5.303 2.965 0.057
H 0.616 -3.337 2.580 0.074
H 0.763 -3.201 4.320 0.105
H -0.686 -3.881 3.753 0.099
C 1.453 -0.868 -5.316 -0.148
C 0.302 -1.826 -5.202 -0.204
O -0.817 -1.016 -5.314 -0.208
S -0.618 0.470 -4.514 0.798
O -1.004 0.362 -3.105 -0.254
O -1.107 1.607 -5.341 -0.259
O 1.050 0.316 -4.623 -0.218
H 1.569 -0.574 -6.359 0.134
H 2.399 -1.245 -4.927 0.139
H 0.155 -2.556 -4.406 0.121
H 0.203 -2.318 -6.170 0.142
C 0.228 0.824 -0.308 -0.137
C -0.081 -0.649 -0.361 -0.228
O -0.194 -1.232 0.886 -0.194
S -0.560 -0.041 2.034 0.737
O 0.220 -0.126 3.261 -0.250
O -1.994 0.161 2.063 -0.250
O 0.177 1.119 1.104 -0.209
H -0.568 1.418 -0.756 0.094
H 1.160 1.103 -0.800 0.129
H 0.540 -1.298 -0.979 0.128
H -1.025 -0.746 -0.899 0.101
C -4.954 1.989 0.505 -0.139
C -4.350 0.917 -0.439 -0.198
O -3.151 1.479 -0.770 -0.209
S -3.137 3.109 -0.685 0.677
O -3.108 3.646 -2.006 -0.220
O -2.085 3.563 0.241 -0.254
O -4.627 3.258 -0.085 -0.172
H -4.480 2.031 1.486 0.127
H -6.013 1.823 0.705 0.137
H -4.958 0.701 -1.318 0.133
H -4.095 -0.069 -0.052 0.110
C 2.243 -3.830 0.156 -0.194
C 3.611 -4.522 0.291 -0.180
O 4.123 -4.500 -1.011 -0.198
S 3.606 -3.238 -1.927 0.753
O 3.306 -3.668 -3.296 -0.255
O 4.568 -2.140 -1.685 -0.248
O 2.190 -3.075 -1.052 -0.215
H 2.049 -3.204 1.027 0.078
H 1.455 -4.582 0.159 0.123
H 3.613 -5.472 0.826 0.129
H 4.292 -3.917 0.888 0.120
C 1.334 3.977 -4.552 -0.157
C 0.768 4.072 -3.101 -0.193
O 1.434 3.081 -2.397 -0.232
S 3.066 3.092 -2.902 0.755
O 3.571 1.680 -2.939 -0.264
O 3.841 4.147 -2.280 -0.225
O 2.673 3.624 -4.369 -0.195
H 1.233 4.951 -5.030 0.134
H 0.871 3.245 -5.214 0.109
H -0.279 3.771 -3.104 0.132
H 0.974 5.036 -2.636 0.120
C 1.867 7.013 -0.543 -0.306
O 3.007 6.529 -0.308 -0.035
N 0.766 6.291 -0.272 -0.187
C -0.520 6.973 -0.502 -0.042
C 0.707 4.959 0.279 -0.054
H 1.781 8.034 -0.946 0.134
H -0.376 7.900 -1.057 0.084
H -1.123 7.112 0.395 0.086
H -1.117 6.241 -1.046 0.073
H 1.637 4.410 0.132 0.086
H 0.601 4.993 1.363 0.103
H 0.006 4.269 -0.192 0.056
C -1.793 -3.898 -1.771 -0.293
O -1.296 -4.070 -2.913 -0.026
N -2.876 -3.137 -1.482 -0.162
C -3.387 -2.952 -0.144 -0.079
C -3.629 -2.441 -2.539 -0.010
H -1.362 -4.412 -0.897 0.133
H -3.203 -1.989 0.332 0.056
H -2.974 -3.616 0.616 0.087
H -4.453 -3.061 0.053 0.085
H -3.898 -1.455 -2.160 0.076
H -3.108 -2.450 -3.496 0.083
H -4.453 -3.092 -2.831 0.096
```